Computed, not measured: a structure of composition C4H8O2, with ωB97M-V/def2-TZVPD.

Summary:
2S+1 = 1
E_tot = -8367.95130 eV
energy relative to the best compared isomer or geometry (same formula, charge and spin) = 122.92 kcal per mole
orbital gap = 8.57 eV

Atoms and positions in Å:
C1 -0.150 -0.588 -1.460
C2 -0.879 0.198 -0.394
C3 -0.659 -0.007 1.067
O1 0.385 -0.841 1.519
C4 -0.272 1.326 0.408
O2 1.527 1.073 0.241
H1 -0.088 -0.003 -2.384
H2 0.874 -0.829 -1.162
H3 -0.677 -1.522 -1.686
H4 -1.903 0.456 -0.666
H5 -1.497 0.050 1.762
H6 0.238 -1.728 1.166
H7 1.419 1.969 0.607
H8 1.684 0.448 0.982

Atoms 1-6, force components in eV/Å:
0.05 -0.02 -0.02
-0.08 -0.03 -0.06
-0.26 0.14 0.04
-0.02 -0.17 -0.10
-0.09 -0.15 -0.06
-0.22 0.06 0.16

Mulliken charges, unit e, in atom order: atom 1 (C): -1.3659, atom 2 (C): 0.3174, atom 3 (C): -0.0930, atom 4 (O): -0.6035, atom 5 (C): -0.7392, atom 6 (O): -0.4813, atom 7 (H): 0.3228, atom 8 (H): 0.3251, atom 9 (H): 0.3453, atom 10 (H): 0.3688, atom 11 (H): 0.3697, atom 12 (H): 0.3305, atom 13 (H): 0.5084, atom 14 (H): 0.3950